(1)
The following is a quantum chemistry calculation of a cluster of 3 separate species, C11H26BrN3O5 in total at a distorted geometry, from OMol25.

SMILES = NC(=O)OCC(=O)Br.COC[C@@H](C)N.COC[C@@H](C)N
HOMO level = -8.75 eV
HOMO-LUMO gap = 7.87 eV

Cartesian coordinates (Å):
N (3.19887, -2.68365, -5.45960)
C (2.17782, -1.86798, -4.66916)
O (2.36953, -0.56284, -4.36242)
O (0.86540, -2.43026, -4.22177)
C (-0.02231, -2.63349, -5.39343)
C (-1.43181, -1.82330, -5.13221)
O (-1.57410, -0.50496, -5.41323)
Br (-3.10333, -2.72398, -4.38907)
H (3.90738, -2.03464, -5.91755)
H (3.68890, -3.38407, -4.86058)
H (0.41766, -2.22491, -6.40274)
H (-0.18071, -3.78952, -5.49192)
C (-1.31118, -0.77196, 0.34690)
O (-0.62842, -1.02379, -0.87139)
C (-1.17200, -0.33936, -2.00502)
C (-0.69422, 1.12359, -2.15166)
C (-1.38368, 2.08763, -1.18814)
N (0.76101, 1.23676, -1.98120)
H (-2.38726, -0.64090, 0.19998)
H (-0.88261, 0.10129, 0.84150)
H (-1.15508, -1.63113, 1.00599)
H (-0.81999, -0.89838, -2.88082)
H (-2.26590, -0.41059, -2.01434)
H (-0.94714, 1.45020, -3.16830)
H (-1.01179, 1.99832, -0.16374)
H (-1.21054, 3.12458, -1.49947)
H (-2.46562, 1.92214, -1.17520)
H (1.21751, 0.65974, -2.68907)
H (1.00025, 0.77126, -1.10088)
C (-0.14875, 2.54993, 3.49609)
O (-0.99895, 1.55512, 4.04499)
C (-0.37789, 0.27684, 4.21619)
C (0.45371, 0.14433, 5.51269)
C (1.81185, 0.83922, 5.43732)
N (-0.27965, 0.65374, 6.67984)
H (0.55705, 2.13742, 2.76916)
H (0.38331, 3.06877, 4.29519)
H (-0.77608, 3.28792, 2.98739)
H (-1.20271, -0.44446, 4.26953)
H (0.20871, 0.00785, 3.33001)
H (0.64813, -0.92428, 5.66910)
H (1.73441, 1.92691, 5.51856)
H (2.45597, 0.50455, 6.25906)
H (2.32233, 0.60153, 4.49868)
H (-1.14542, 0.12155, 6.77797)
H (-0.60267, 1.59727, 6.44679)

Forces on the atoms, in the same order (eV/Å):
N -1.5121 1.8259 1.6453
C 0.9406 6.4289 1.5307
O -1.0561 -8.6158 -2.2485
O 2.5963 0.7397 -2.9637
C -0.4633 -0.7931 -0.4215
C -0.7133 7.5495 -1.6379
O 1.3081 -9.3405 1.8433
Br 2.0262 0.5844 -0.7712
H -1.4161 -0.8718 1.2592
H -0.8429 0.7417 -0.6357
H -0.8576 -0.5807 2.1310
H -0.0736 2.3215 0.1784
C 0.3967 -0.1979 0.0210
O -0.5318 0.1607 -0.2333
C 0.3650 -0.0405 -0.1906
C 0.0905 -0.1286 0.3910
C -0.1531 0.2683 -0.0485
N -0.0197 -0.4103 -0.0134
H 0.0368 0.0955 -0.0383
H -0.2260 0.1260 0.1126
H -0.0001 0.0207 -0.1449
H 0.1084 0.1163 0.3389
H -0.0560 0.0690 0.1532
H 0.0630 -0.1938 0.0554
H -0.0011 -0.0802 -0.1168
H 0.0355 -0.2160 0.0337
H 0.0720 0.0013 0.0310
H -0.0237 0.2107 -0.0076
H -0.0907 0.2240 -0.2076
C -0.3438 0.2165 0.1274
O 0.4036 -0.5116 -0.2130
C -0.3164 -0.0203 0.2416
C -0.0209 0.4256 -0.1296
C 0.2896 -0.0883 0.0849
N -0.3283 -0.0255 -0.2443
H 0.0391 -0.0436 0.0804
H 0.2225 0.0306 -0.1208
H 0.0004 -0.1668 0.0456
H 0.0106 0.1767 0.0315
H 0.1260 0.1349 -0.0064
H -0.1472 0.0807 -0.0593
H -0.0880 -0.1373 -0.0311
H -0.1839 0.0622 -0.1166
H -0.0518 0.0445 0.0611
H 0.2099 0.0481 0.0889
H 0.1770 -0.2416 0.1149


(2)
The following is a quantum chemistry calculation of an isolated molecule of C10H21N3O4 at a distorted geometry, from OMol25.

SMILES = C[C@@H](O)[C@H](N)C(=O)N[C@@H](CCCCN)C(=O)O
Energy above the lowest of the compared OMol25 structures with the same formula, charge and spin = 0.0 kJ/mol
HOMO level = -9.49 eV
HOMO-LUMO gap = 10.01 eV

Cartesian coordinates (Å):
C (-4.30754, 0.03334, 1.47124)
C (-3.54992, -0.64247, 0.34006)
O (-4.45094, -1.17343, -0.63071)
C (-2.65091, 0.31042, -0.43755)
N (-2.19347, -0.20577, -1.73566)
C (-1.43971, 0.77142, 0.36931)
O (-1.36022, 0.66944, 1.58438)
N (-0.44447, 1.32900, -0.40057)
C (0.88569, 1.56080, 0.14532)
C (1.93900, 0.60742, -0.42766)
C (1.66532, -0.86357, -0.10314)
C (2.70740, -1.81958, -0.68350)
C (4.12388, -1.58308, -0.17689)
N (4.19807, -1.69405, 1.26916)
C (1.32469, 3.02008, -0.02734)
O (2.46064, 3.37137, 0.10284)
O (0.33495, 3.88210, -0.30762)
H (-4.97016, -0.68881, 1.98621)
H (-3.63102, 0.44132, 2.22482)
H (-4.92847, 0.81610, 1.07786)
H (-2.93243, -1.46932, 0.75834)
H (-5.11894, -1.70320, -0.14107)
H (-3.20561, 1.22649, -0.67380)
H (-3.01685, -0.34995, -2.34316)
H (-1.79864, -1.15639, -1.59380)
H (-0.51010, 1.14273, -1.37320)
H (0.77579, 1.38591, 1.22515)
H (2.00011, 0.73369, -1.49635)
H (2.90245, 0.95255, -0.01906)
H (1.61069, -1.00848, 0.98781)
H (0.65024, -1.12174, -0.49617)
H (2.40261, -2.86122, -0.41629)
H (2.71695, -1.76079, -1.76876)
H (4.52241, -0.60512, -0.58639)
H (4.77121, -2.35253, -0.60353)
H (5.17450, -1.67834, 1.57406)
H (3.81314, -0.88653, 1.70093)
H (-0.47030, 3.37019, -0.37528)

Forces on the atoms, in the same order (eV/Å):
C 0.0632 -0.6375 0.5415
C 0.1797 -0.3630 0.4536
O -0.7645 -0.5604 0.5773
C 0.1753 0.2109 -0.4878
N -0.2716 -0.9541 -0.1891
C 0.3766 -0.2054 0.5019
O -0.0359 0.1210 -0.6562
N 0.0540 0.1676 0.9925
C -0.1302 -0.2117 0.1545
C 0.1884 0.0272 0.8559
C -0.5566 0.1215 -0.0141
C -0.3471 -0.6953 0.4187
C 0.4301 0.6172 -0.7098
N 0.9373 -0.4488 0.1070
C -0.1133 -0.1847 0.0785
O 0.0525 0.1057 -0.0078
O 0.6812 0.4012 0.0773
H 0.2814 0.2087 -0.2711
H -0.0374 -0.0518 -0.1915
H -0.3312 0.4928 -0.2303
H -0.1542 0.3987 -0.2259
H 0.6291 0.5321 -0.5763
H -0.1852 -0.0593 0.1327
H 0.6412 0.1192 0.5346
H -0.3209 0.7983 -0.1626
H -0.2215 -0.2698 -0.9124
H 0.1655 0.1040 -0.1426
H 0.0231 0.1274 -0.6036
H -0.2717 -0.2302 -0.1582
H -0.0224 0.0839 -0.2518
H 0.7027 0.0355 0.2505
H 0.2713 0.6817 -0.1812
H -0.0530 0.0609 -0.2355
H -0.4069 -0.7496 0.4066
H -0.0353 -0.0105 0.0106
H -0.3307 -0.2077 -0.2032
H -0.6113 0.7437 0.3989
H -0.6514 -0.3196 -0.0813


(3)
The following is a quantum chemistry calculation of an isolated molecule of HN3O3S at a distorted geometry, from OMol25.

Energy above the lowest of the compared OMol25 structures with the same formula, charge and spin = 144.5 kJ/mol
HOMO level (alpha / beta) = -9.30 / -8.84 eV
HOMO-LUMO gap (alpha / beta) = 8.27 / 7.91 eV

Cartesian coordinates (Å):
N (2.05090, -0.94630, -1.04891)
N (-0.13454, -0.27843, 0.11444)
N (1.81632, -0.21096, -2.54544)
O (2.64020, -0.61836, -3.26850)
O (3.05572, -1.66559, -1.14215)
O (0.95987, 0.59212, -2.59005)
S (1.22845, -0.91584, 0.35946)
H (-0.61596, 0.16442, 0.87442)

Forces on the atoms, in the same order (eV/Å):
N 1.7210 -0.6945 -1.2647
N -0.4805 -0.0290 -0.9777
N 0.0490 -0.2842 1.2018
O -0.0429 0.0869 -0.5804
O -0.4722 0.1581 0.3909
O -0.5020 0.4916 -0.3575
S -0.4206 0.1837 1.0366
H 0.1481 0.0873 0.5509


(4)
The following is a quantum chemistry calculation of a structure of composition C25H29GeN5OOsS2, from OMol25.

Multiplicity = 2
Energy above the lowest of the compared OMol25 structures with the same formula, charge and spin = 58.7 kJ/mol
HOMO level (alpha / beta) = -17.34 / -17.34 eV
Total charge = +3
HOMO-LUMO gap (alpha / beta) = 5.68 / 5.84 eV
<S²> = 0.76

Cartesian coordinates (Å):
Os (0.23004, 1.23304, 0.61174)
O (2.19331, 1.14559, 0.57466)
N (2.86302, 0.89819, 1.74345)
C (4.19586, 0.74178, 1.66991)
C (4.90115, 0.50854, 2.82864)
C (4.22287, 0.45129, 4.04226)
C (2.84463, 0.62774, 4.07786)
C (2.17564, 0.84949, 2.89113)
S (0.41866, 1.04378, 2.75628)
H (4.62435, 0.81837, 0.68056)
H (5.97326, 0.38172, 2.77375)
H (4.76542, 0.27581, 4.96202)
H (2.29526, 0.59871, 5.00954)
S (-4.69801, 6.32688, -1.68165)
N (-4.94981, 4.92741, -0.93781)
C (-3.76353, 4.35911, -0.77791)
C (-3.52074, 3.07471, -0.15761)
C (-4.51784, 2.20649, 0.31367)
C (-4.15111, 0.98884, 0.84755)
C (-2.80428, 0.65483, 0.93991)
N (-1.84229, 1.48051, 0.51457)
C (-2.19656, 2.66818, -0.05016)
C (-1.11530, 3.45421, -0.59817)
N (0.13752, 2.91892, -0.49555)
C (1.18860, 3.56707, -1.02931)
C (1.02776, 4.77702, -1.68432)
C (-0.23013, 5.34145, -1.78104)
C (-1.33253, 4.67106, -1.23176)
C (-2.70041, 5.13643, -1.29571)
N (-3.10110, 6.27785, -1.83634)
H (-5.55846, 2.49833, 0.24159)
H (-4.89245, 0.28802, 1.20449)
H (-2.48661, -0.28225, 1.37800)
H (2.15334, 3.09310, -0.92192)
H (1.89436, 5.26516, -2.10784)
H (-0.38143, 6.29206, -2.27915)
C (-1.22718, -5.52675, 1.30617)
C (-0.83550, -4.05563, 1.40060)
C (0.61937, -3.83591, 1.00081)
C (1.10137, -2.37231, 1.11504)
Ge (0.29308, -1.32195, -0.31720)
C (1.36389, -1.05861, -1.92229)
C (1.63737, -2.42526, -2.61214)
C (0.55649, -2.90274, -3.57568)
C (-0.67662, -3.49486, -2.90690)
H (-2.29618, -5.66238, 1.45842)
H (-0.70472, -6.11880, 2.05736)
H (-0.97811, -5.93551, 0.32533)
H (-0.97404, -3.70100, 2.42740)
H (-1.50766, -3.46280, 0.77000)
H (0.80569, -4.23212, -0.00182)
H (1.25636, -4.42467, 1.66715)
H (2.18277, -2.30219, 0.97030)
H (0.85522, -1.97901, 2.10103)
H (-1.20091, -1.55985, -0.53488)
H (2.30747, -0.60838, -1.60994)
H (0.88012, -0.36836, -2.61538)
H (1.83940, -3.20203, -1.86647)
H (2.57601, -2.29689, -3.15485)
H (1.00801, -3.65981, -4.21863)
H (0.27183, -2.08157, -4.23919)
H (-0.40408, -4.27929, -2.19513)
H (-1.33922, -3.94758, -3.64306)
H (-1.27269, -2.74317, -2.38135)

Forces on the atoms, in the same order (eV/Å):
Os -0.1451 0.0325 0.2554
O 0.0796 0.0232 0.0882
N 0.0354 -0.0247 -0.1296
C -0.0100 0.0210 0.0162
C -0.0132 0.0104 -0.0240
C -0.0458 -0.0084 0.0326
C 0.0745 0.0022 0.0389
C -0.1557 0.0610 0.0235
S 0.0844 -0.2151 -0.1080
H 0.0046 -0.0069 0.0064
H -0.0007 -0.0032 0.0044
H 0.0034 0.0047 -0.0010
H -0.0104 0.0058 -0.0043
S 0.0036 0.0031 0.0060
N 0.0095 -0.0131 -0.0014
C -0.0410 -0.0130 0.0168
C 0.0019 0.0063 0.0151
C 0.0026 -0.0066 -0.0001
C 0.0201 -0.0075 0.0012
C 0.0000 0.0967 0.1949
N 0.1792 0.0033 -0.1185
C -0.0147 -0.0629 -0.1733
C 0.0194 0.0287 0.0279
N -0.0023 0.0601 -0.1060
C -0.0703 -0.0176 0.0041
C 0.0145 0.0025 -0.0283
C 0.0210 0.0182 0.0050
C -0.0209 -0.0277 -0.0185
C 0.0109 0.0316 -0.0203
N 0.0013 -0.0208 -0.0043
H 0.0032 0.0106 -0.0044
H -0.0042 0.0023 0.0027
H -0.0038 -0.0060 -0.0064
H 0.0183 0.0178 0.0224
H -0.0064 0.0002 0.0038
H -0.0028 -0.0087 0.0069
C 0.0052 0.0127 -0.0075
C -0.0062 -0.0186 0.0090
C 0.1009 -0.0074 0.1041
C 0.0495 -0.0927 -0.0844
Ge -0.0684 -0.4003 -0.1407
C 0.0184 0.1800 0.0014
C 0.0579 0.0017 0.0139
C 0.0115 0.0086 0.0073
C -0.0175 -0.0055 0.0205
H 0.0020 0.0009 0.0377
H 0.0171 -0.0095 -0.0164
H -0.0188 0.0040 -0.0023
H -0.0375 0.0162 -0.0107
H 0.0276 -0.0008 -0.0317
H -0.0428 0.0310 -0.0137
H 0.0175 -0.0143 -0.0312
H -0.0001 -0.0029 0.0390
H -0.0487 0.0542 -0.0162
H -0.0735 0.2540 0.1050
H -0.0105 0.0006 0.0480
H -0.0314 -0.0365 -0.0320
H 0.0243 -0.0041 -0.0125
H -0.0138 0.0339 -0.0182
H -0.0110 -0.0237 0.0202
H 0.0100 -0.0061 -0.0111
H 0.0025 -0.0003 -0.0035
H -0.0039 0.0023 0.0038
H -0.0005 0.0229 -0.0018


(5)
The following is a quantum chemistry calculation of an isolated molecule of C3H5N5 at a distorted geometry, from OMol25.

SMILES = [H]/N=c1\nnn(C=C)[nH]1
Energy above the lowest of the compared OMol25 structures with the same formula, charge and spin = 548.9 kJ/mol
HOMO level = -8.28 eV
HOMO-LUMO gap = 8.40 eV

Cartesian coordinates (Å):
H (-3.37905, 0.59043, -0.37032)
N (-2.88619, -0.36364, -0.11108)
C (-1.63086, -0.12418, -0.02772)
N (-1.08324, 1.19894, 0.08948)
N (0.26327, 1.00331, 0.09967)
N (0.58488, -0.21438, 0.14705)
C (2.01893, -0.50247, 0.09949)
C (3.04805, 0.15070, -0.23735)
N (-0.55562, -0.95249, -0.00783)
H (2.02217, -1.57836, 0.66654)
H (2.90887, 1.26338, -0.21254)
H (4.03571, -0.06507, -0.39617)
H (-0.46605, -2.05687, -0.21493)

Forces on the atoms, in the same order (eV/Å):
H 1.3503 -2.4595 1.0890
N -0.5008 1.3456 -1.0945
C -1.3727 2.5626 0.1162
N 4.0594 -1.9128 -0.6479
N -3.7123 3.6900 0.6838
N 1.5225 1.6422 -0.5800
C -4.3675 -7.9708 3.1691
C -0.2817 5.6909 -0.2315
N 1.2688 -6.1526 -0.3147
H 0.6771 2.0570 -2.2026
H -0.1431 -0.8247 -1.0573
H 2.0680 -1.5340 0.3435
H -0.5680 3.8662 0.7269